Entry from the OMol25 dataset: 2 unconnected molecules or ions with the total composition C4H6N2O at a distorted geometry (the ωB97M-V functional and the def2-TZVPD basis).

```
13
Properties=species:S:1:pos:R:3
O 0.867 -2.839 0.022
C 0.443 -1.841 0.389
N -0.862 -0.767 -0.984
C -1.126 0.357 -0.120
C 0.301 0.813 -0.132
C 1.275 1.244 0.810
N 1.336 0.055 -0.105
H -1.706 -1.348 -1.142
H -1.482 0.138 0.906
H -1.795 1.082 -0.587
H -0.246 0.000 -1.590
H 1.963 2.057 0.637
H 1.047 0.980 1.837
```

- LUMO level (eV) = 0.23
- E_HOMO (eV) = -8.71
- electronic energy (Eh) = -340.56428
- multiplicity = 1

Atomic partial charges in e from the Mulliken method, atoms 1 to 8: -0.290 0.134 -0.476 -0.391 0.253 -0.464 -0.337 0.217



Entry from the OMol25 dataset: C4H6N2O in the gas phase at a distorted geometry (the ωB97M-V functional and the def2-TZVPD basis).

```
13
Properties=species:S:1:pos:R:3
N -1.015 1.043 -0.350
C -0.950 -0.066 0.731
C -0.142 -1.150 0.132
O -0.547 -2.415 0.121
N 1.007 -0.785 -0.349
C 1.176 0.679 -0.346
C 0.047 1.087 0.611
H -0.108 1.010 -1.178
H -1.880 1.565 -0.320
H -1.407 -2.377 0.578
H 1.615 -1.416 -0.856
H 2.207 0.966 -0.118
H 0.092 1.926 1.292
```

- LUMO level (eV) = 0.82
- E_HOMO (eV) = -6.90
- electronic energy (Eh) = -340.56027
- multiplicity = 1

Atomic partial charges in e from the Mulliken method, atoms 1 to 8: -0.274 -0.882 0.764 -0.454 -0.021 -0.924 -0.153 0.479



Entry from the OMol25 dataset: C4H6N2O in the gas phase (the ωB97M-V functional and the def2-TZVPD basis).

```
13
Properties=species:S:1:pos:R:3
N -2.281 0.435 -0.665
C -1.079 0.213 -0.352
O -0.694 -1.061 -0.203
C 0.713 -1.273 -0.320
C 1.403 -0.494 0.772
C 1.159 0.988 0.542
N -0.013 1.168 -0.075
H -2.550 1.409 -0.732
H -0.233 2.124 -0.336
H 1.051 -0.897 -1.293
H 0.862 -2.351 -0.302
H 1.009 -0.793 1.755
H 2.475 -0.720 0.801
```

- LUMO level (eV) = 0.66
- E_HOMO (eV) = -8.63
- electronic energy (Eh) = -340.68723
- multiplicity = 1

Atomic partial charges in e from the Mulliken method, atoms 1 to 8: -0.620 0.522 -0.345 -0.495 -0.277 -0.435 -0.022 0.218



Entry from the OMol25 dataset: C4H6N2O in the gas phase (the ωB97M-V functional and the def2-TZVPD basis).

```
13
Properties=species:S:1:pos:R:3
N -1.854 1.010 -0.527
C -0.633 0.474 -0.194
C 0.436 0.934 0.471
C 1.474 -0.159 0.545
N 1.011 -1.101 -0.468
C -0.348 -0.942 -0.593
O -1.172 -1.789 -0.882
H -2.550 0.301 -0.720
H -2.190 1.754 0.067
H 0.554 1.896 0.956
H 1.406 -0.659 1.523
H 2.506 0.165 0.395
H 1.357 -2.050 -0.467
```

- SMILES = NC1=CCNC1=O
- LUMO level (eV) = 0.99
- E_HOMO (eV) = -8.62
- electronic energy (Eh) = -340.78007
- multiplicity = 1

Atomic partial charges in e from the Mulliken method, atoms 1 to 8: -0.527 0.593 -0.757 -0.344 -0.241 0.248 -0.626 0.260



Entry from the OMol25 dataset: C4H6N2O in the gas phase (the ωB97M-V functional and the def2-TZVPD basis).

```
13
Properties=species:S:1:pos:R:3
C 1.786 -1.352 0.618
C 0.718 -0.511 -0.006
C -0.572 -0.169 0.496
C -1.038 0.734 -0.398
N -2.188 1.530 -0.387
O -0.139 0.893 -1.393
N 0.963 0.108 -1.134
H 2.685 -1.310 -0.002
H 2.032 -0.962 1.612
H 1.481 -2.396 0.734
H -1.093 -0.531 1.369
H -2.705 1.463 -1.256
H -1.930 2.504 -0.253
```

- SMILES = Cc1cc(N)on1
- LUMO level (eV) = 0.92
- E_HOMO (eV) = -9.63
- electronic energy (Eh) = -340.72947
- multiplicity = 1

Atomic partial charges in e from the Mulliken method, atoms 1 to 8: -1.009 0.742 -0.531 0.206 -0.586 -0.148 -0.476 0.326



Entry from the OMol25 dataset: 2 unconnected molecules or ions with the total composition C4H6N2O (the ωB97M-V functional and the def2-TZVPD basis).

```
13
Properties=species:S:1:pos:R:3
C 0.422 0.598 0.737
C 0.743 1.753 -0.009
N 1.622 1.494 -0.967
N 1.863 0.181 -0.845
C 1.164 -0.404 0.153
H -0.231 0.504 1.593
H 0.355 2.758 0.097
H 2.526 -0.249 -1.469
H 1.211 -1.465 0.349
C -2.424 -1.286 0.087
O -1.572 -2.093 0.360
H -3.493 -1.569 0.015
H -2.186 -0.222 -0.101
```

- SMILES = c1cn[nH]c1.C=O
- LUMO level (eV) = 0.81
- E_HOMO (eV) = -9.35
- electronic energy (Eh) = -340.72028
- multiplicity = 1

Atomic partial charges in e from the Mulliken method, atoms 1 to 8: -0.421 -0.320 -0.769 0.277 -0.310 0.445 0.434 0.222



Entry from the OMol25 dataset: a molecular structure, C4H6N2O at a distorted geometry (the ωB97M-V functional and the def2-TZVPD basis).

```
13
Properties=species:S:1:pos:R:3
C 1.660 -0.560 0.186
C -1.616 -1.563 0.072
C -0.044 1.066 -0.556
C 1.337 0.876 0.020
N 2.051 -1.575 0.509
N -0.712 -0.663 -0.169
O -0.552 2.096 0.151
H -1.777 -2.433 -0.590
H -2.515 -1.238 0.660
H 1.433 1.153 1.100
H 2.085 1.583 -0.476
H 0.089 -1.029 -0.714
H -1.439 2.288 -0.193
```

- LUMO level (spin up / spin down) (eV) = 0.29 / 0.29
- E_HOMO (spin up / spin down) (eV) = -7.96 / -7.96
- electronic energy (Eh) = -340.58800
- multiplicity = 1

Atomic partial charges in e from the Mulliken method, atoms 1 to 8: 0.137 -0.306 -0.442 -0.020 -0.425 -0.242 -0.367 0.229



Entry from the OMol25 dataset: C4H6N2O in the gas phase (the ωB97M-V functional and the def2-TZVPD basis).

```
13
Properties=species:S:1:pos:R:3
N 0.315 2.086 1.132
C -0.290 1.103 0.643
O -1.542 0.560 0.827
C -1.248 -0.578 -0.049
C 0.129 0.022 -0.326
C 1.452 -0.487 -1.513
N 1.367 -0.706 -0.099
H -0.230 2.607 1.819
H -1.228 -1.521 0.508
H -1.951 -0.617 -0.888
H 0.290 0.542 -1.382
H 0.801 -1.279 -1.952
H 2.006 -0.058 0.371
```

- LUMO level (eV) = 0.83
- E_HOMO (eV) = -8.94
- electronic energy (Eh) = -340.57979
- multiplicity = 1

Atomic partial charges in e from the Mulliken method, atoms 1 to 8: -0.599 0.088 -0.390 -0.353 0.650 -0.533 -0.482 0.290



Entry from the OMol25 dataset: C4H6N2O in the gas phase at a distorted geometry (the ωB97M-V functional and the def2-TZVPD basis).

```
13
Properties=species:S:1:pos:R:3
H -2.735 -0.616 1.215
N -2.034 0.050 0.965
N -1.388 -0.425 0.016
C -0.081 0.697 -0.212
C -0.274 1.905 -0.730
C 1.208 -0.042 0.336
C 1.066 -1.452 -0.093
O 2.042 0.442 1.106
H -1.246 2.202 -1.000
H 0.464 2.700 -0.825
H 1.957 -2.129 0.248
H 1.057 -1.538 -1.184
H -0.036 -1.795 0.158
```

- SMILES = [H]/N=N/C(=C)C(C)=O
- LUMO level (eV) = 0.42
- E_HOMO (eV) = -9.47
- electronic energy (Eh) = -340.63153
- multiplicity = 1

Atomic partial charges in e from the Mulliken method, atoms 1 to 8: 0.255 -0.468 -0.074 0.508 -0.831 0.510 -0.922 -0.535



Entry from the OMol25 dataset: 2 unconnected molecules or ions with the total composition C4H6N2O at a distorted geometry (the ωB97M-V functional and the def2-TZVPD basis).

```
13
Properties=species:S:1:pos:R:3
C -1.806 0.020 -0.521
C -0.796 0.813 -0.898
O -0.501 1.939 -0.239
C 0.053 0.579 -2.051
N 0.672 0.343 -2.997
H -2.270 0.182 0.541
H -2.378 -0.718 -1.065
H 0.444 2.036 -0.262
C 1.274 -0.322 0.503
N 1.542 -1.212 -0.294
H 1.747 0.714 0.309
H 0.788 -0.418 1.496
H 1.213 -2.102 -0.122
```

- SMILES = C=C(O)C#N.C=N
- LUMO level (eV) = 0.39
- E_HOMO (eV) = -9.86
- electronic energy (Eh) = -340.66235
- multiplicity = 1

Atomic partial charges in e from the Mulliken method, atoms 1 to 8: -0.743 0.253 -0.486 0.384 -0.389 0.220 0.323 0.393



Entry from the OMol25 dataset: C4H6N2O2 in the gas phase at a distorted geometry (the ωB97M-V functional and the def2-TZVPD basis).

```
14
Properties=species:S:1:pos:R:3
O -0.457 -2.447 1.208
N -0.545 -1.111 1.496
C -0.283 -0.330 0.544
N -0.347 1.042 0.736
C 0.078 1.994 -0.172
C 0.637 1.671 -1.326
C 0.712 0.234 -1.690
O 0.045 -0.640 -0.691
H 0.169 -2.560 0.519
H -0.340 1.295 1.756
H -0.103 3.003 0.148
H 0.989 2.413 -2.025
H 0.206 -0.160 -2.639
H 1.745 -0.232 -1.661
```

- SMILES = O/N=C1/NC=CCO1
- LUMO level (eV) = 0.68
- E_HOMO (eV) = -8.17
- electronic energy (Eh) = -415.91085
- multiplicity = 1

Atomic partial charges in e from the Mulliken method, atoms 1 to 8: -0.326 -0.472 0.616 -0.218 -0.232 -0.449 -0.249 -0.453



Entry from the OMol25 dataset: C4H6N2O2 in the gas phase at a distorted geometry (the ωB97M-V functional and the def2-TZVPD basis).

```
14
Properties=species:S:1:pos:R:3
C 0.639 -1.460 1.456
N 0.490 -0.777 0.186
C 0.114 0.457 0.102
O -0.614 1.096 1.036
C 0.009 0.972 -1.316
O -0.912 2.033 -1.508
C -0.289 -0.363 -2.050
N -0.563 -1.156 -2.862
H 1.173 -2.400 1.297
H 1.224 -0.874 2.171
H -0.338 -1.680 1.898
H -0.625 0.604 1.871
H 1.002 1.300 -1.634
H -1.312 2.246 -0.647
```

- SMILES = C/N=C(\O)[C@H](O)C#N
- LUMO level (eV) = 0.14
- E_HOMO (eV) = -10.21
- electronic energy (Eh) = -415.94604
- multiplicity = 1

Atomic partial charges in e from the Mulliken method, atoms 1 to 8: -1.019 -0.363 0.364 -0.529 0.415 -0.538 0.195 -0.455